(1)
{"formula": "C5H11N2O", "method": "ωB97M-V with the def2-TZVPD basis set", "elements": ["O", "C", "C", "C", "C", "C", "N", "N", "H", "H", "H", "H", "H", "H", "H", "H", "H", "H", "H"], "xyz": [[-0.403, 3.045, 0.076], [-0.089, 2.006, -0.439], [-0.632, 0.765, 0.403], [0.606, -0.094, 0.846], [0.973, -0.867, -0.448], [0.453, -2.113, -0.789], [0.646, -2.586, -2.055], [-1.276, 1.465, 1.694], [0.560, 1.961, -1.296], [-1.452, 0.205, -0.221], [0.105, -0.976, 1.441], [1.449, 0.457, 1.415], [1.601, -0.126, -1.116], [0.060, -2.853, -0.161], [1.052, -1.950, -2.790], [0.651, -3.548, -2.363], [-2.292, 1.336, 1.622], [-1.206, 2.590, 1.495], [-0.807, 1.283, 2.685]], "nbo_charge": [-0.516, 0.433, -0.128, -0.469, -0.371, 0.045, -0.787, -0.777, 0.195, 0.275, 0.231, 0.253, 0.203, 0.215, 0.395, 0.411, 0.443, 0.480, 0.471], "homo_ha": -0.4222, "gap_ev": 7.96, "smiles": "N/C=C/C[C@@H]([NH3+])C=O", "total_charge": 1, "e_lumo_ha": -0.130}

***

(2)
{"formula": "C5H11N2O", "method": "ωB97M-V with the def2-TZVPD basis set", "elements": ["C", "C", "C", "C", "C", "N", "N", "O", "H", "H", "H", "H", "H", "H", "H", "H", "H", "H", "H"], "xyz": [[-2.114, 0.568, -1.295], [-1.250, 0.767, -0.318], [1.182, 0.142, -0.507], [-0.122, -0.537, 1.548], [-0.163, -0.140, 0.105], [1.700, 1.349, -0.389], [1.806, -0.832, -1.099], [-0.444, -1.840, -0.865], [-2.884, 1.285, -1.518], [-2.090, -0.333, -1.890], [-1.312, 1.656, 0.307], [0.577, -1.351, 1.716], [0.199, 0.316, 2.149], [-1.112, -0.828, 1.889], [1.203, 2.100, 0.062], [2.608, 1.559, -0.781], [1.237, -1.688, -1.196], [2.689, -0.722, -1.574], [-1.099, -2.289, -0.330]], "nbo_charge": [-0.262, -0.336, 0.506, -0.669, 0.309, -0.719, -0.690, -0.847, 0.227, 0.233, 0.234, 0.255, 0.249, 0.260, 0.433, 0.429, 0.484, 0.423, 0.482], "homo_ha": -0.5276, "gap_ev": 10.29, "total_charge": 1, "e_lumo_ha": -0.149}

***

(3)
{"formula": "C5H11N2O", "method": "ωB97M-V with the def2-TZVPD basis set", "elements": ["C", "C", "C", "C", "C", "N", "N", "O", "H", "H", "H", "H", "H", "H", "H", "H", "H", "H", "H"], "xyz": [[-0.129, -1.894, 1.620], [1.089, 1.072, -0.552], [0.030, 0.219, -1.381], [2.401, 0.962, -0.799], [-1.369, 0.769, -1.338], [-0.420, -1.017, 0.673], [-0.730, -1.611, 2.796], [-0.104, -1.066, -0.664], [0.623, 1.298, 0.453], [0.291, -0.018, -2.512], [2.930, 0.745, -1.741], [0.517, -2.601, 1.333], [3.079, 1.260, -0.094], [-1.715, 1.143, -0.445], [-2.023, 0.059, -1.615], [-1.466, 1.577, -2.097], [-0.963, -0.100, 0.782], [-0.643, -2.299, 3.489], [-1.462, -0.954, 2.946]], "nbo_charge": [0.361, -0.240, 0.055, -0.306, -0.656, -0.206, -0.726, -0.344, 0.187, 0.260, 0.223, 0.247, 0.203, 0.193, 0.229, 0.254, 0.413, 0.424, 0.428], "homo_ha": -0.5063, "gap_ev": 9.92, "smiles": "C=C[C@H](C)ONC=[NH2+]", "total_charge": 1, "e_lumo_ha": -0.142}

***

(4)
{"formula": "C5H11N2O", "method": "ωB97M-V with the def2-TZVPD basis set", "elements": ["O", "C", "C", "C", "C", "C", "N", "N", "H", "H", "H", "H", "H", "H", "H", "H", "H", "H", "H"], "xyz": [[0.954, -1.956, -1.151], [1.973, -1.532, -0.454], [1.943, 0.188, -0.359], [0.861, 0.921, 0.237], [-0.497, 0.986, 0.318], [-1.506, 1.774, 0.724], [-2.755, 1.324, 0.628], [-1.272, -0.396, -0.778], [3.040, -1.493, -0.671], [1.952, 0.513, -1.422], [2.861, 0.592, 0.090], [2.105, -2.991, 4.292], [1.834, -3.589, 4.313], [-1.362, 2.483, 1.443], [-3.495, 1.846, 1.062], [-2.891, 0.320, 0.590], [-1.476, 0.159, -1.713], [1.891, -1.710, 0.658], [-0.545, -0.997, -1.175]], "nbo_charge": [-0.535, 0.061, -0.573, 0.441, -0.126, 0.199, -0.633, -0.705, 0.201, 0.305, 0.315, -0.012, 0.012, 0.243, 0.425, 0.455, 0.365, 0.159, 0.402], "homo_ha": -0.4899, "gap_ev": 6.36, "total_charge": 1, "e_lumo_ha": -0.256}

***

(5)
{"formula": "C5H11N2O2S", "method": "ωB97M-V with the def2-TZVPD basis set", "elements": ["C", "C", "C", "C", "C", "N", "N", "O", "O", "S", "H", "H", "H", "H", "H", "H", "H", "H", "H", "H", "H"], "xyz": [[-2.431, 0.650, 0.113], [-0.936, 0.980, 0.373], [-0.829, -1.465, 0.061], [-0.565, 2.348, -0.150], [1.302, -0.121, 0.370], [-0.328, -2.370, -1.031], [-0.118, -0.135, -0.118], [-3.163, 1.567, -0.125], [-0.429, -1.830, 1.316], [-2.820, -1.066, -0.061], [-0.745, 1.013, 1.514], [-1.046, 2.428, -1.108], [0.526, 2.367, -0.144], [-0.875, 3.160, 0.590], [1.299, 0.152, 1.393], [1.722, -1.085, 0.306], [1.746, 0.653, -0.206], [0.257, -3.082, -0.601], [-1.054, -2.546, -1.745], [-0.167, 0.060, -1.080], [-1.056, -2.507, 1.604]], "nbo_charge": [0.379, -0.151, 0.516, -0.628, -0.392, -0.893, -0.389, -0.467, -0.709, 0.237, 0.254, 0.241, 0.220, 0.278, 0.235, 0.247, 0.233, 0.414, 0.425, 0.434, 0.517], "homo_ha": -0.5238, "gap_ev": 10.54, "smiles": "C[C@H]1C(=O)S[C@](N)(O)[N@@H+]1C", "total_charge": 1, "e_lumo_ha": -0.136}

***

(6)
{"formula": "C5H11N2O2S", "method": "ωB97M-V with the def2-TZVPD basis set", "elements": ["C", "C", "C", "C", "C", "N", "N", "O", "O", "S", "H", "H", "H", "H", "H", "H", "H", "H", "H", "H", "H"], "xyz": [[-0.633, 0.330, -2.079], [-0.623, -0.834, -1.011], [0.476, 1.787, -0.479], [0.724, 0.576, 0.446], [-0.407, -1.373, 1.419], [0.016, 1.427, -1.741], [-0.513, -0.260, 0.427], [-2.580, 2.103, -3.333], [-3.088, -0.285, -3.101], [-2.486, 0.866, -2.595], [-1.665, -1.404, -1.017], [0.329, -1.313, -1.162], [-0.171, 2.609, 0.017], [1.568, 2.354, -0.502], [1.527, -0.113, 0.206], [0.872, 0.977, 1.413], [-0.265, -0.907, 2.464], [-1.355, -1.894, 1.406], [0.353, -2.038, 0.920], [-0.031, 2.168, -2.451], [-1.317, 0.295, 0.673]], "nbo_charge": [0.006, -0.319, -0.263, -0.236, -0.423, -0.549, -0.356, -0.865, -0.879, 1.766, 0.292, 0.249, 0.236, 0.260, 0.234, 0.244, 0.255, 0.240, 0.236, 0.441, 0.432], "homo_ha": [-0.4634, -0.4634], "gap_ev": [8.03, 8.03], "smiles": "C[N@H+]1CCNC(=S(=O)=O)C1", "total_charge": 1, "e_lumo_ha": [-0.168, -0.168]}